# 1
Density functional theory data (ωB97M-V/def2-TZVPD) for C17H24O7 in the gas phase.

Results
**Gap between HOMO and LUMO**: 10.497 eV
**HOMO level**: -0.3638 hartree

The geometry in ORCA input format:
```
! wB97M-V def2-TZVPD RIJCOSX def2/J DEFGRID3
* xyz 0 1
C -6.0440 -0.9733 -1.5777
O -5.4503 0.2635 -1.2038
C -5.0102 0.3530 0.0575
O -5.0816 -0.5464 0.8521
C -4.4477 1.7282 0.3401
C -3.2881 1.6806 1.3357
C -1.9545 1.3107 0.6889
C -1.9723 -0.0966 0.0718
C -0.5891 -0.4707 -0.3713
O -0.2339 -0.4733 -1.5230
C 0.3646 -0.8137 0.7728
C 0.9086 -2.2237 0.5527
O 0.5145 -3.1371 1.2261
C 1.9173 -2.3330 -0.5472
C 3.0718 -1.3291 -0.3752
C 4.0240 -1.4531 -1.5643
C 3.8173 -1.6218 0.9279
C 2.4515 0.0863 -0.3515
C 3.4473 1.2370 -0.2865
O 4.5955 1.1801 0.0578
O 2.8424 2.3584 -0.6790
C 3.6125 3.5509 -0.5976
C 1.4809 0.2156 0.7981
O 1.5313 1.0488 1.6630
H -5.3157 -1.7827 -1.4959
H -6.3701 -0.8554 -2.6075
H -6.8922 -1.1978 -0.9284
H -4.1559 2.1963 -0.6000
H -5.2680 2.3112 0.7665
H -3.1783 2.6594 1.8047
H -3.5336 0.9554 2.1137
H -1.7101 2.0360 -0.0907
H -1.1741 1.3694 1.4498
H -2.3385 -0.8143 0.8078
H -2.6274 -0.1107 -0.8005
H -0.1728 -0.7852 1.7249
H 1.4011 -2.1285 -1.4901
H 2.3024 -3.3533 -0.5711
H 4.8624 -0.7729 -1.4449
H 3.5135 -1.2215 -2.4966
H 4.4135 -2.4662 -1.6267
H 4.6216 -0.9057 1.0672
H 4.2434 -2.6219 0.8972
H 3.1485 -1.5618 1.7848
H 1.8605 0.2214 -1.2675
H 4.5543 3.4304 -1.1365
H 3.0086 4.3343 -1.0475
H 3.8283 3.7854 0.4461
*
```

# 2
Density functional theory data (ωB97M-V/def2-TZVPD) for a molecular structure, C17H25AuN6O2PSe2 in a non-equilibrium geometry.

Results
**Gap between HOMO and LUMO**: 6.108 eV
**HOMO level**: -0.3571 hartree

The geometry in ORCA input format:
```
! wB97M-V def2-TZVPD RIJCOSX def2/J DEFGRID3
* xyz 1 1
Au 0.4566 0.7336 0.6795
C -1.7670 -0.0827 -4.4339
N -1.6872 0.3925 -3.0794
C -2.7142 0.9433 -2.3785
C -2.2287 1.2318 -1.1329
N -0.9339 0.8587 -1.0731
C -0.6114 0.3634 -2.2557
P 1.0298 -0.2586 -2.7622
C 2.0730 1.0536 -2.0453
N 2.0301 1.5413 -0.8189
C 2.9973 2.4702 -0.7240
C 3.6519 2.5554 -1.9244
N 3.0616 1.6591 -2.7540
C 3.4051 1.3957 -4.1263
C 1.1770 -1.4939 -1.4256
N 1.1664 -1.2435 -0.1280
C 1.3939 -2.4105 0.5079
C 1.5300 -3.4027 -0.4233
N 1.3889 -2.8147 -1.6409
C 1.4000 -3.5058 -2.9001
H -2.1877 0.6920 -5.0762
H -2.4072 -0.9664 -4.4896
H -0.7677 -0.3447 -4.7850
H -3.6851 1.0755 -2.8094
H -2.7140 1.6915 -0.2949
H 3.1519 3.0061 0.1908
H 4.4707 3.1713 -2.2321
H 4.2170 2.0489 -4.4374
H 2.5426 1.5795 -4.7693
H 3.7263 0.3590 -4.2409
H 1.4581 -2.4564 1.5765
H 1.7085 -4.4525 -0.3099
H 2.2874 -4.1351 -2.9728
H 1.3990 -2.7822 -3.7168
H 0.5148 -4.1403 -2.9819
O -3.0013 -1.4336 3.1598
C -2.5974 -0.7545 4.3305
C -1.4685 0.2396 4.0028
C -1.1917 1.1015 5.2541
O -2.2587 1.9374 5.5966
C -0.2212 -0.5593 3.6390
Se 1.3413 0.5132 3.1038
C -1.9849 1.1038 2.8539
Se -0.7410 2.4711 2.1892
H -3.8037 -1.9254 3.3594
H -2.2295 -1.4735 5.0739
H -3.4247 -0.1801 4.7641
H -0.2749 1.6811 5.0816
H -1.0172 0.4438 6.1094
H -2.1896 2.7688 5.1120
H -0.4404 -1.2555 2.8265
H 0.1060 -1.1197 4.5177
H -2.8697 1.6465 3.1970
H -2.2669 0.4623 2.0166
*
```

Number 2 is which compound? C17H25AuN6O2PSe2

Which formula does entry 2 have? C17H25AuN6O2PSe2

The lowest HOMO level belongs to which entry? C17H24O7